No. 1
Formula: C27H46GeN5O4SSi3Ti
Source: the OMol25 dataset
Level of theory: wB97M-V/def2-TZVPD

Results
Energy relative to the best compared isomer or geometry (same formula, charge and spin) (kJ/mol): 301.88
Electronic energy (eV): -158487.5847
<S²>: 3.795
Orbital gap (alpha / beta) (eV): 6.770 / 5.800
E_HOMO (alpha / beta) (eV): -6.664 / -7.106
LUMO (alpha / beta) (eV): 0.1 / -1.3

ORCA input file:
```
! wB97M-V def2-TZVPD RIJCOSX def2/J DEFGRID3
* xyz 0 4
Ti 0.17325 -0.44861 -0.19903
C 6.41431 3.63706 -3.13364
C 5.45895 2.66020 -2.50668
C 4.58314 1.91761 -3.29364
C 3.75703 0.95833 -2.72995
C 3.80701 0.75006 -1.36359
C 4.65129 1.49441 -0.55336
C 5.46843 2.44985 -1.12788
S 2.94713 -0.60815 -0.63445
O 3.94484 -1.60928 -0.34837
O 1.86933 -1.03149 -1.54102
N 2.20741 0.01557 0.64353
C 1.52948 -0.82810 1.46722
C 1.91128 -2.26277 1.74538
C 1.38270 -2.66379 3.08991
C 0.27337 -2.05200 3.59126
C -0.28520 -0.96016 2.91960
N 0.36317 -0.32932 1.89482
H 6.00750 4.05888 -4.05150
H 7.34427 3.12143 -3.38331
H 6.65796 4.44742 -2.44815
H 4.55015 2.08803 -4.36272
H 3.08145 0.36978 -3.33857
H 4.65281 1.31774 0.51508
H 6.12868 3.04007 -0.50464
H 2.99034 -2.38533 1.68723
H 1.87315 -3.46941 3.61952
H -0.17942 -2.39127 4.51367
H -1.20622 -0.50093 3.24705
C 0.34294 2.09545 -2.94510
C 0.04342 1.14102 -1.82893
O 0.24854 1.47517 -0.62443
O -0.40413 -0.02689 -2.04859
H 1.16700 2.74254 -2.65180
H -0.53996 2.70593 -3.13671
H 0.58955 1.54257 -3.84925
C -3.95612 -0.65800 3.37388
Si -3.65003 -1.51804 1.69599
C -2.87312 -3.22079 2.06169
C -5.41105 -1.90333 1.08633
Ge -2.33748 -0.22523 0.07757
Si -3.48905 -0.47078 -2.07874
C -3.04027 0.78615 -3.43762
C -5.38086 -0.30455 -1.89937
C -3.20197 -2.17137 -2.90221
Si -2.67698 2.08546 0.74046
C -2.37790 3.42453 -0.58003
C -4.48906 2.39020 1.24830
C -1.55746 2.48464 2.21635
H -4.18255 -1.39992 4.14379
H -4.81177 0.01464 3.29990
H -3.11128 -0.06151 3.72495
H -3.25888 -3.64489 2.99217
H -1.78865 -3.15813 2.15084
H -3.10354 -3.93058 1.26187
H -5.99488 -2.41248 1.85792
H -5.40393 -2.53978 0.19767
H -5.93270 -0.97992 0.82636
H -3.03511 1.81066 -3.05982
H -3.76474 0.73719 -4.25371
H -2.05300 0.57056 -3.84586
H -5.64312 0.55479 -1.27790
H -5.81939 -1.19093 -1.43857
H -5.85295 -0.17161 -2.87629
H -2.13540 -2.35917 -3.05151
H -3.68336 -2.20762 -3.88200
H -3.62212 -2.98584 -2.30274
H -2.90980 3.20205 -1.50746
H -1.31472 3.51927 -0.80510
H -2.73277 4.39250 -0.21927
H -5.14347 2.31046 0.37645
H -4.61489 3.39046 1.67150
H -4.83295 1.66540 1.98752
H -0.53630 2.16765 2.00225
H -1.88956 1.96163 3.11730
H -1.55083 3.55448 2.43777
N -1.66492 -5.45117 -1.02743
C -0.79679 -4.63958 -0.35976
C -0.84285 -3.24795 -0.45573
N 0.08490 -2.45724 0.03991
C 1.28738 -3.12136 0.56254
C 1.02428 -4.53671 0.97717
N 0.07961 -5.25102 0.49971
H -2.52262 -5.02806 -1.34996
H -1.75967 -6.37496 -0.63233
H -1.71027 -2.75854 -0.88271
H 2.04382 -3.13335 -0.23202
H 1.66865 -4.98871 1.72505
*
```

---

No. 2
Formula: C2H4NP
Source: the OMol25 dataset
Level of theory: wB97M-V/def2-TZVPD

Results
Energy relative to the best compared isomer or geometry (same formula, charge and spin) (kJ/mol): 381.32
Electronic energy (eV): -12912.5770
Orbital gap (alpha / beta) (eV): 8.644 / 8.645
E_HOMO (alpha / beta) (eV): -8.706 / -8.708
LUMO (alpha / beta) (eV): -0.1 / -0.1

ORCA input file:
```
! wB97M-V def2-TZVPD RIJCOSX def2/J DEFGRID3
* xyz 0 1
C -1.69833 -0.10191 0.10742
C -0.58023 0.50468 -0.09316
N 1.12620 -0.81723 -0.06473
P 2.29082 0.22907 0.07655
H -2.54975 0.45386 0.14176
H -1.72381 -1.20858 0.23730
H -0.17184 1.47398 -0.15685
H 3.30693 -0.53388 -0.24831
*
```

---

No. 3
Formula: C21H31Cl10FN3O3PS
Source: the OMol25 dataset
Level of theory: wB97M-V/def2-TZVPD

Results
Electronic energy (eV): -180955.0293
Orbital gap (eV): 7.308
E_HOMO (eV): -8.839
LUMO (eV): -1.5

ORCA input file:
```
! wB97M-V def2-TZVPD RIJCOSX def2/J DEFGRID3
* xyz 0 1
H 3.30938 1.13550 1.53900
N 4.28180 1.46665 1.40378
C 4.47206 1.57246 0.10602
C 5.94316 2.03180 -0.40790
C 3.40611 1.25114 -1.04793
C 1.89973 1.65168 -0.69758
C 0.90496 0.45153 -0.49235
C -0.61465 0.69615 -0.18140
P -1.72445 -0.81604 0.00892
O -0.67093 -2.19418 0.01702
O -2.85484 -0.97073 -1.25517
S -2.57081 -0.72073 1.75047
C -1.08399 2.16928 -0.08217
F -2.46433 2.41832 0.19709
C -0.09306 3.39490 -0.26108
N -0.67637 4.70634 -0.13628
C 0.29334 5.72911 -0.30391
O -0.16090 7.08235 -0.21501
C 1.80424 5.45070 -0.57259
N 2.41300 4.17320 -0.72660
C 1.40646 3.15513 -0.56022
H 6.69518 2.12834 0.44816
H 6.32266 1.14713 -1.05926
H 5.90331 2.93625 -1.10602
H 3.45449 0.10660 -1.23122
H 3.79354 1.72401 -2.03036
H 1.28276 -0.63663 -0.56215
H -0.01332 -2.03914 0.74823
H -3.62606 -0.40893 -0.96798
H 0.59309 7.70652 -0.32189
H 2.49963 6.37242 -0.66186
Cl 1.23869 -5.51300 2.26035
C 0.23412 -4.82654 3.56095
C -0.42231 -3.52388 3.15104
Cl 0.76025 -2.20222 2.96113
H 0.86398 -4.69912 4.44364
H -0.53157 -5.56936 3.79394
H -1.12884 -3.20639 3.91985
H -0.96634 -3.62673 2.21223
Cl -3.79718 -6.89792 0.09219
C -4.06331 -5.14457 -0.07667
C -3.13339 -4.33561 0.80621
Cl -3.51300 -4.52715 2.53689
H -5.11136 -4.93798 0.14833
H -3.88584 -4.89813 -1.12549
H -3.23510 -3.27328 0.57682
H -2.08945 -4.61793 0.65479
Cl -0.19031 -11.06585 1.50887
C -1.19549 -10.37742 2.80850
C -1.84592 -9.07082 2.39833
Cl -0.65715 -7.75704 2.21359
H -0.56729 -10.25321 3.69267
H -1.96443 -11.11771 3.03896
H -2.55356 -8.75166 3.16647
H -2.38872 -9.17087 1.45651
Cl 3.74767 7.94432 0.12228
C 4.43793 9.36803 -0.69636
C 3.43495 10.49791 -0.81654
Cl 2.11734 10.10745 -1.95036
H 4.80637 9.05123 -1.67380
H 5.29301 9.69257 -0.09999
H 3.92883 11.39273 -1.20040
H 2.98892 10.74309 0.14919
Cl -4.76744 0.25403 -6.36094
C -4.04181 1.24367 -5.06995
C -4.41823 0.74725 -3.68808
Cl -6.14355 1.00589 -3.32693
H -4.35108 2.27937 -5.22264
H -2.95908 1.18924 -5.20068
H -3.85130 1.29337 -2.93086
H -4.20412 -0.31688 -3.57179
*
```

---

No. 4
Formula: CBrN3O2
Source: the OMol25 dataset
Level of theory: wB97M-V/def2-TZVPD

Results
Energy relative to the best compared isomer or geometry (same formula, charge and spin) (kJ/mol): 46.26
Electronic energy (eV): -79638.3377
Orbital gap (eV): 9.456
E_HOMO (eV): -11.059
LUMO (eV): -1.6

ORCA input file:
```
! wB97M-V def2-TZVPD RIJCOSX def2/J DEFGRID3
* xyz 0 1
N 0.27626 -1.06134 -2.42790
C 0.26616 -0.92818 -1.28962
O 0.23216 -0.80238 -0.01645
N -0.38034 0.44087 0.67398
O -0.70485 1.31934 -0.04589
N -0.39132 0.24015 1.88829
Br -1.05184 1.52292 2.98174
*
```